The following is a quantum chemistry calculation of a cluster of 11 separate species, C35H100N14O11 in total, from the Open Molecules 2025 dataset.

Calculated values
**Spin multiplicity**: 1
**HOMO energy**: -8.9 eV
**SMILES**: COC[C@H](C)N.COC[C@H](C)N.COC[C@H](C)N.COC[C@H](C)N.COC[C@H](C)N.COC[C@H](C)N.COC[C@H](C)N.COC[C@H](C)N.NC(N)=O.NC(N)=O.NC(N)=O
**Largest force on an atom**: 0.115 Eh/bohr
**Orbital gap**: 9.34 eV

Structure (XYZ):
```
160
Properties=species:S:1:pos:R:3:forces:R:3:lowdin_charge:R:1
O 4.286 -3.794 -1.263 1.50 -0.60 -0.90 -0.194
O -2.218 3.161 3.168 1.36 1.82 -1.11 0.046
O -2.850 -6.062 -1.710 1.03 -2.07 -0.65 0.048
O -0.143 -0.918 -4.901 -1.44 0.41 -0.11 -0.184
O 3.275 4.988 1.884 -1.64 0.22 -0.06 -0.183
O 4.728 -0.033 2.064 0.67 -1.10 1.09 -0.238
O -2.963 -1.198 -0.491 -0.42 2.03 -0.15 -0.210
O -0.981 -0.508 6.855 -3.20 -1.61 0.82 0.031
O -3.251 4.188 -4.160 -0.07 0.42 -0.27 -0.176
O -1.330 -3.735 4.434 -0.06 -0.54 0.65 -0.189
O -7.243 0.393 -4.230 1.31 0.29 1.04 -0.187
N 7.522 -3.537 -3.046 0.61 0.84 -1.06 0.040
N 3.338 -0.329 -4.135 1.08 0.24 -0.03 0.031
N 0.263 0.459 5.322 -0.91 1.24 -3.47 0.189
N 2.421 1.390 1.178 -0.01 0.44 -0.36 0.046
N -0.812 4.569 -1.252 0.07 0.08 -1.08 0.034
N -8.488 2.875 -1.900 0.74 0.30 1.55 0.029
N 1.016 0.179 7.341 4.10 0.48 3.61 0.178
N -2.502 1.019 3.716 0.74 -2.19 -0.73 0.156
N -2.876 -4.582 -0.064 1.00 -0.57 5.79 0.167
N -0.204 0.168 1.632 -0.85 1.47 0.94 0.052
N 1.948 -2.712 4.302 -1.59 -0.58 -0.84 0.045
N -3.461 2.545 4.901 -1.48 1.89 2.09 0.166
N 2.781 0.003 4.047 0.12 -0.12 0.48 0.039
N -3.191 -3.903 -2.008 -0.36 3.32 -4.00 0.172
C -3.643 2.851 -4.451 0.40 0.07 1.25 -0.098
C -0.198 -4.028 3.627 -0.32 1.03 0.41 -0.158
C -7.022 1.462 -3.290 -2.83 0.83 -1.22 -0.165
C 0.927 -0.479 -4.129 0.91 -1.21 -0.95 -0.224
C 0.040 0.016 6.519 -0.84 -0.40 -0.57 -0.840
C -0.096 -0.320 -0.675 -1.05 -0.48 -1.46 -0.050
C -3.150 5.203 -1.221 -0.63 -1.76 -0.49 -0.048
C -1.391 -0.744 -4.216 0.39 -0.18 -1.28 -0.090
C 4.088 0.544 4.354 1.00 0.48 -1.50 -0.428
C 2.484 -2.069 -5.578 -1.16 0.45 -0.09 -0.047
C 4.376 0.417 5.834 -0.21 -0.13 -0.08 -0.051
C 3.310 -2.868 -1.732 0.56 0.32 2.31 -0.097
C -1.041 0.129 0.414 1.49 -0.91 1.18 -0.376
C 5.124 -0.221 3.462 -1.35 1.04 0.22 -0.140
C -3.599 -0.001 -1.039 -0.18 -0.86 -0.92 -0.069
C 2.137 2.779 1.548 0.04 0.37 -0.06 -0.379
C -2.104 4.274 -1.901 -0.72 0.96 0.19 -0.418
C 5.686 -3.531 -1.601 -1.42 -0.55 0.48 -0.174
C -2.315 -2.851 3.943 1.11 -0.10 -0.49 -0.092
C 3.425 3.644 1.501 0.69 -0.26 0.57 -0.192
C -2.196 -0.847 0.672 -0.03 -0.85 -0.47 -0.177
C 1.480 2.737 2.893 0.21 1.82 1.78 -0.071
C 1.312 -2.861 1.969 -0.10 0.96 -0.19 -0.079
C -2.047 4.449 -3.439 0.71 -0.30 0.07 -0.195
C 4.429 5.755 2.031 0.35 -0.14 -0.24 -0.120
C 6.025 -5.402 -3.283 -1.03 -0.67 -0.20 -0.060
C 5.655 -0.661 1.167 0.65 0.78 0.66 -0.079
C -2.862 -4.928 -1.308 -1.61 -1.64 -0.70 -0.828
C -6.049 0.089 -4.917 -0.22 -0.23 -0.38 -0.113
C -2.647 2.317 3.903 -0.52 -0.88 -1.00 -0.795
C 0.736 -2.776 3.368 0.69 -1.67 0.51 -0.355
C -8.501 1.836 -2.865 0.56 -1.16 -1.95 -0.463
C -9.352 2.248 -4.081 0.64 -0.16 0.72 -0.051
C 6.134 -3.919 -2.991 -0.70 -0.67 -0.10 -0.480
C 2.192 -0.679 -4.975 0.84 0.14 0.12 -0.409
H -1.453 0.232 -3.736 0.21 -0.03 0.48 0.072
H -0.536 0.301 4.725 0.29 0.42 -0.31 0.067
H -1.229 3.802 -3.756 0.03 -0.43 -0.30 0.114
H -0.955 4.594 -0.253 -0.14 -0.65 0.36 0.060
H 1.854 0.665 7.056 -0.16 -0.37 0.21 0.078
H -1.547 -1.598 -3.557 -0.20 0.23 0.36 0.084
H -2.923 -3.629 0.267 -0.02 -0.45 0.00 0.083
H -3.083 6.248 -1.526 0.04 -0.12 -0.26 0.083
H -5.199 -0.037 -4.246 0.05 -0.34 0.23 0.067
H -6.242 -0.808 -5.506 0.19 -0.10 0.18 0.093
H -8.918 0.912 -2.465 -0.15 -0.33 0.02 0.131
H -2.155 -0.710 -4.992 -0.11 -0.33 0.01 0.085
H 6.354 -4.162 -1.014 -0.53 -0.06 0.77 0.124
H 4.980 -5.708 -3.232 -0.06 -0.12 0.23 0.080
H 7.445 -2.698 -3.602 0.85 0.78 0.30 0.074
H 5.907 -2.500 -1.326 0.13 0.25 -0.40 0.104
H 7.958 -4.146 -3.723 0.42 -0.38 0.09 0.068
H -4.116 4.761 -1.466 -0.44 0.63 -0.13 0.070
H -1.870 -1.856 3.929 -0.56 0.49 0.36 0.057
H 2.653 1.222 0.210 0.11 0.31 -0.26 0.086
H 0.391 -1.243 -0.360 0.26 0.11 -0.26 0.074
H -2.326 3.207 -1.869 -0.29 -0.11 1.01 0.106
H 3.906 3.608 0.524 -0.19 -0.17 -0.47 0.124
H -3.413 -3.063 -1.492 0.02 0.31 -1.06 0.083
H 4.161 6.811 2.062 -0.21 -0.13 0.21 0.089
H 6.537 -0.024 1.237 0.45 -0.22 -0.44 0.088
H 3.603 -1.889 -1.352 0.33 0.63 -0.85 0.071
H 6.603 -6.079 -2.653 0.06 0.40 0.52 0.086
H 1.175 0.626 4.922 0.22 -0.28 -0.13 0.046
H 5.949 -1.669 1.461 -0.28 -0.14 0.22 0.090
H 6.332 -5.687 -4.290 0.13 0.50 -0.28 0.076
H -1.767 -1.792 1.006 0.48 -0.21 -0.22 0.098
H 5.564 -3.376 -3.744 -0.35 0.00 -0.19 0.127
H 4.147 3.195 2.183 0.26 -0.40 0.31 0.112
H -9.370 2.964 -1.415 -0.66 0.23 -0.49 0.076
H 0.680 0.603 1.411 0.26 0.45 -0.01 0.014
H -1.310 1.153 0.155 -0.56 0.05 0.52 0.131
H 0.078 -0.616 2.203 -0.82 -0.70 -0.76 0.035
H 0.526 -2.804 1.216 -0.03 -0.38 -0.04 0.063
H 2.804 -2.821 -4.857 -0.40 0.08 0.34 0.057
H 4.094 1.614 4.148 0.16 0.11 -0.48 0.118
H -2.929 0.824 -1.281 0.44 -0.16 0.43 0.066
H 3.227 1.106 1.718 0.22 -0.21 -0.17 0.031
H -6.363 1.300 -2.437 0.09 -0.73 0.04 0.110
H 0.127 -1.880 3.487 0.21 0.00 0.27 0.089
H 3.009 -2.862 -2.779 0.23 -0.25 0.15 0.059
H 4.972 5.475 2.934 0.14 0.03 0.21 0.086
H -7.976 2.411 -1.163 0.74 0.59 0.69 0.068
H 0.824 0.578 -3.884 0.08 0.13 0.33 0.127
H -2.931 -5.375 0.558 0.17 0.54 0.39 0.122
H 6.140 0.094 3.699 0.23 0.10 -0.51 0.125
H -2.913 2.260 -5.004 0.35 0.21 -0.17 0.084
H 2.206 0.066 -5.771 -0.66 -0.24 -0.44 0.134
H -2.884 -0.649 1.493 0.00 0.98 0.02 0.116
H -1.692 5.438 -3.730 -0.44 0.32 0.07 0.124
H 0.338 -4.798 4.182 0.17 0.08 0.04 0.124
H -1.900 0.781 2.941 0.04 -0.70 -0.04 0.056
H -3.812 2.359 -3.493 -0.11 -0.48 0.10 0.067
H 3.307 -2.034 -6.292 -0.12 0.35 -0.21 0.078
H -6.642 2.314 -3.852 0.27 0.24 0.06 0.110
H 0.999 -1.117 -3.248 0.17 0.23 0.49 0.114
H 1.406 3.296 0.926 -0.04 -0.52 -0.69 0.136
H 0.592 0.461 -0.999 0.30 -0.03 0.60 0.084
H -3.095 5.156 -0.134 0.27 -0.07 0.03 0.072
H -5.746 0.865 -5.620 -0.20 0.37 -0.12 0.078
H -0.787 5.565 -1.414 0.86 0.53 -0.25 0.061
H -3.268 -4.068 -3.001 -0.18 0.69 0.19 0.126
H -3.436 3.534 5.108 -0.75 -0.33 0.88 0.121
H 4.203 -0.630 6.084 0.01 0.06 0.61 0.087
H 1.039 -0.430 8.147 0.05 0.42 -0.07 0.121
H -10.290 2.583 -3.641 -0.28 -0.04 -0.48 0.073
H -4.018 -0.270 -2.008 0.01 -0.40 -0.04 0.070
H 1.659 -3.031 5.215 -0.18 0.20 0.41 0.080
H -0.661 -0.503 -1.589 -0.07 -0.39 -0.14 0.045
H -3.212 -2.954 4.553 0.27 0.25 0.08 0.101
H 1.305 3.781 3.154 -0.64 0.23 -0.09 0.085
H 2.122 2.509 3.744 0.47 -0.72 -0.26 0.061
H -4.591 2.808 -4.987 0.16 0.60 -0.05 0.071
H -0.559 -4.512 2.720 0.15 0.25 -0.55 0.114
H 5.359 0.749 6.169 0.23 -0.25 -0.41 0.084
H 4.977 -1.249 3.793 0.34 -0.47 -0.45 0.121
H 3.698 1.097 6.350 -0.24 -0.34 0.16 0.065
H -8.876 3.086 -4.590 -0.05 0.10 -0.01 0.080
H 1.566 -2.377 -6.078 0.21 -0.46 -0.12 0.077
H 2.553 0.022 3.063 0.11 0.75 -0.30 0.045
H 3.753 0.500 -4.536 -0.15 0.71 0.40 0.069
H 1.952 -3.730 1.814 -0.17 -0.16 0.01 0.093
H 5.327 -0.698 0.128 -0.52 0.28 0.26 0.072
H -9.471 1.423 -4.784 -0.21 0.11 0.15 0.075
H 1.913 -1.967 1.805 0.31 0.00 -0.12 0.068
H 2.900 -0.994 4.149 -0.66 -0.55 0.69 0.029
H 0.548 2.189 3.029 0.15 0.01 -0.59 0.055
H -3.777 1.779 5.479 0.11 0.88 0.41 0.112
H -2.564 -3.052 2.901 -0.19 -0.40 -0.29 0.066
H -3.096 0.412 4.263 0.66 -0.45 -0.55 0.108
H -4.448 0.401 -0.486 0.18 -0.26 0.70 0.092
H 2.537 -3.461 3.966 0.36 -0.22 -0.06 0.070
H 5.106 5.647 1.183 0.16 -0.18 -0.24 0.083
H 2.513 -3.043 -1.008 -0.78 -0.41 -0.73 0.076
H 4.057 -0.976 -4.426 0.31 -0.49 0.56 0.045
```
Positions in Å, forces in eV/Å.